(1)
{"formula": "C24H33N5O2PRh", "method": "ωB97M-V with the def2-TZVPD basis set", "e_tot_ha": -1810.41809, "charge": 0, "multiplicity": 5, "mol_weight_g_mol": 557.4, "species": ["Rh", "O", "C", "O", "C", "P", "C", "C", "C", "C", "C", "C", "C", "C", "C", "C", "C", "C", "H", "H", "H", "H", "H", "H", "H", "H", "H", "H", "H", "H", "C", "N", "C", "N", "C", "N", "C", "N", "C", "C", "H", "H", "H", "H", "H", "H", "H", "H", "H", "H", "H", "H", "C", "C", "C", "C", "N", "H", "H", "H", "H", "H", "H", "H", "H", "H"], "xyz": [[-0.0064, 0.1765, 0.2893], [3.7643, -0.8831, 1.7937], [2.6586, -0.4039, 1.6409], [2.0509, -0.2345, 0.5039], [1.9262, 0.1548, 2.8809], [0.1114, 0.0301, 2.6929], [-0.2670, -1.6198, 3.3762], [0.5561, -2.6951, 3.0365], [0.2441, -3.9781, 3.4638], [-0.8944, -4.2037, 4.2251], [-1.7197, -3.1401, 4.5620], [-1.4096, -1.8540, 4.1390], [-0.6053, 1.1701, 3.9182], [-1.8847, 1.6712, 3.6741], [-2.4904, 2.5342, 4.5770], [-1.8116, 2.9198, 5.7249], [-0.5319, 2.4379, 5.9696], [0.0685, 1.5626, 5.0738], [2.1815, 1.2158, 2.9469], [2.2939, -0.3450, 3.7734], [1.4481, -2.5380, 2.4389], [0.8946, -4.8024, 3.1991], [-1.1351, -5.2052, 4.5590], [-2.6069, -3.3090, 5.1599], [-2.0570, -1.0295, 4.4131], [-2.3991, 1.3854, 2.7607], [-3.4853, 2.9144, 4.3787], [-2.2748, 3.6019, 6.4266], [0.0012, 2.7407, 6.8626], [1.0631, 1.1844, 5.2801], [-0.8864, 3.2520, 0.6946], [-0.7925, 4.6728, 0.3781], [0.5777, 5.1166, 0.6643], [1.5754, 4.3721, -0.1120], [1.4469, 2.9547, 0.2091], [0.0821, 2.4508, -0.0892], [-0.1907, 2.6861, -1.5286], [-0.0800, 4.0966, -1.8785], [-1.0371, 4.8477, -1.0584], [1.2738, 4.5522, -1.5364], [-1.8899, 2.8855, 0.4725], [-0.6830, 3.0997, 1.7543], [0.7788, 4.9792, 1.7277], [0.6628, 6.1777, 0.4268], [1.6411, 2.8030, 1.2720], [2.1672, 2.3688, -0.3600], [-1.1963, 2.3243, -1.7451], [0.5259, 2.1070, -2.1124], [-2.0471, 4.5074, -1.2901], [-0.9595, 5.9069, -1.3047], [1.3634, 5.6102, -1.7864], [1.9987, 3.9906, -2.1270], [-2.2025, -1.4570, -2.3969], [-2.5004, -1.3754, -0.8937], [-3.9956, -1.1213, -0.6664], [-2.0796, -2.6816, -0.2053], [-1.7491, -0.2935, -0.3324], [-2.7498, -2.2911, -2.8404], [-1.1348, -1.6120, -2.5628], [-2.5033, -0.5348, -2.8980], [-4.5876, -1.9362, -1.0883], [-4.2973, -0.1862, -1.1422], [-4.2077, -1.0512, 0.4023], [-2.6054, -3.5302, -0.6490], [-2.3076, -2.6423, 0.8625], [-1.0050, -2.8364, -0.3201]], "forces_ev_per_a": [[0.118, -0.025, -0.358], [-0.096, -0.119, -0.051], [0.078, 0.393, -0.230], [0.069, -0.103, 0.232], [-0.161, -0.124, 0.016], [-0.107, -0.045, 0.283], [-0.018, 0.005, -0.072], [0.005, -0.004, -0.019], [0.014, 0.035, -0.019], [-0.003, 0.013, 0.008], [0.013, 0.041, -0.020], [0.008, -0.013, -0.003], [-0.008, 0.035, -0.024], [0.005, -0.041, -0.017], [0.009, 0.001, -0.005], [0.035, -0.007, -0.013], [0.028, -0.032, -0.028], [-0.038, 0.019, 0.036], [0.001, 0.009, -0.007], [0.049, 0.002, 0.065], [-0.028, -0.025, 0.021], [-0.011, 0.022, 0.005], [0.001, 0.018, -0.011], [0.018, 0.009, -0.013], [0.004, -0.015, 0.003], [0.008, -0.005, 0.049], [0.034, -0.015, 0.004], [-0.002, -0.014, -0.011], [-0.021, -0.006, -0.024], [-0.035, 0.006, -0.006], [0.024, 0.061, -0.071], [0.078, -0.051, -0.056], [-0.021, -0.058, -0.025], [-0.109, -0.059, -0.020], [-0.061, 0.144, -0.017], [0.023, -0.088, 0.003], [0.024, 0.077, 0.005], [0.025, -0.018, 0.112], [0.037, -0.053, 0.033], [-0.031, -0.014, 0.031], [-0.012, -0.014, -0.015], [0.019, 0.005, 0.015], [0.008, -0.009, 0.027], [0.002, 0.013, -0.014], [-0.005, 0.005, 0.016], [0.023, -0.023, -0.026], [-0.026, -0.007, 0.002], [0.033, -0.018, -0.021], [-0.026, -0.014, -0.008], [0.010, 0.027, 0.000], [-0.004, 0.009, 0.003], [0.008, -0.017, -0.009], [0.025, 0.027, 0.017], [-0.036, 0.031, 0.004], [0.030, 0.048, 0.004], [0.013, 0.029, 0.027], [-0.021, 0.008, 0.226], [0.010, 0.017, -0.019], [-0.017, -0.006, -0.009], [0.008, -0.026, 0.005], [0.000, 0.018, 0.014], [-0.011, -0.030, 0.012], [-0.008, -0.007, -0.033], [0.001, 0.006, 0.030], [0.019, -0.007, -0.031], [-0.003, -0.023, -0.006]]}

(2)
{"formula": "C6H11N4", "method": "ωB97M-V with the def2-TZVPD basis set", "e_above_lowest_kcal_mol": 59.3, "e_tot_ha": -453.92376, "charge": 1, "mol_weight_g_mol": 139.2, "species": ["C", "C", "C", "C", "C", "C", "N", "N", "N", "N", "H", "H", "H", "H", "H", "H", "H", "H", "H", "H", "H"], "xyz": [[-4.0129, -1.0947, -1.6395], [-3.7595, 0.1026, -2.3710], [-3.2002, -1.0242, -0.4785], [0.5664, 0.3181, 0.8853], [2.5783, -1.0228, 1.1293], [2.6923, 1.3181, 1.4404], [-2.8648, 0.7972, -1.6415], [-2.4461, 0.0672, -0.5476], [1.8173, 0.2233, 1.1102], [-0.4775, 0.7342, 0.7650], [-4.7522, -1.9069, -1.9310], [-4.1260, 0.7014, -3.2236], [-3.0255, -1.7005, 0.2718], [3.2638, -1.0853, 1.9133], [1.9792, -1.8992, 1.1958], [3.2096, -1.2141, 0.2023], [1.9752, 2.0775, 1.5000], [3.2041, 1.2110, 2.4007], [3.4684, 1.6465, 0.6439], [-2.5589, 1.6622, -2.0072], [-1.4439, 0.5065, 0.0431]], "forces_ev_per_a": [[-1.143, -0.044, -0.976], [-0.120, -0.232, 1.640], [-0.169, 1.690, -3.520], [3.502, 0.345, 0.703], [0.029, -1.336, -2.749], [0.806, 1.797, -1.123], [-0.618, -2.774, 0.194], [-0.350, 2.143, -1.070], [3.195, -2.777, 0.210], [-3.103, 0.772, -0.191], [1.255, 1.334, 0.580], [-0.217, -1.306, 0.318], [0.158, -1.512, 1.619], [0.842, 0.474, 1.579], [-0.918, -0.528, 0.136], [-0.879, 0.809, 0.771], [-0.347, 2.079, 0.472], [-0.273, -0.369, -0.173], [-1.370, -1.109, 1.010], [1.154, 0.980, 0.618], [-1.433, -0.438, -0.048]]}